[1]
DFT (wB97M-V/def2-TZVPD) results for a structure of composition C12H20N8OSV.

Results
E: -63244.6659 eV
⟨S²⟩: 0.8370
2S+1: 2
HOMO-LUMO gap (spin up / spin down): 7.251 / 6.103 eV
Energy above the lowest of the compared OMol25 structures with the same formula, charge and spin: 0.0 kcal/mol
Net charge: +2

Last column: Mulliken spin population.
Cartesian coordinates (Å):
V -0.30695 -0.00925 0.27160  0.3609
S -1.25043 0.22007 -1.81451  0.1297
O 2.17844 0.97682 -0.81702  0.2867
N 0.24141 3.47740 0.70067  0.0040
N -0.39206 -2.02133 -0.42069  -0.0079
N -1.11047 1.58269 0.98038  -0.0086
N -1.58989 -1.67485 -3.64273  0.0007
N -0.77648 -2.43283 -1.65192  0.0230
N -2.03962 3.62273 0.31564  -0.0032
N 1.20710 0.57684 -0.37966  0.2234
N 0.38457 -1.14215 1.89223  -0.0358
C -2.13916 5.07120 0.53320  -0.0003
C 0.41352 -2.48557 1.71809  0.0132
C 1.25779 3.08770 1.67339  0.0072
C 0.64121 4.55300 -0.20952  -0.0009
C 0.75991 -0.63798 3.07499  0.0124
C 1.18609 -1.43776 4.11860  0.0051
C -0.02904 -2.93264 0.40666  -0.0054
C -0.97079 2.91590 0.66777  -0.0078
C -1.18316 -1.44733 -2.39952  0.0028
C -3.28760 2.98491 -0.11151  -0.0036
C 0.83089 -3.34433 2.71533  -0.0020
C 1.22602 -2.81097 3.93504  0.0070
H -3.11181 5.27158 0.97949  -0.0001
H 0.84298 -4.41075 2.53750  -0.0003
H 0.82656 2.42263 2.41334  -0.0021
H -0.04787 4.61168 -1.04666  0.0001
H 0.69377 5.51765 0.29456  0.0001
H 1.63222 4.31178 -0.59373  0.0004
H -3.76376 3.62987 -0.84696  0.0001
H -1.89333 -0.92887 -4.24381  0.0011
H -1.58164 -2.61842 -3.99946  -0.0001
H 0.71062 0.43642 3.18050  -0.0010
H -2.05216 1.41179 1.33278  0.0003
H -3.97201 2.86213 0.73059  0.0000
H 2.11466 2.61727 1.19121  -0.0023
H 1.61112 3.98394 2.18407  0.0004
H 1.48041 -0.98534 5.05436  0.0003
H -2.06405 5.62297 -0.40271  0.0000
H -3.09115 2.02413 -0.57927  0.0017
H -1.37084 5.40312 1.22380  0.0000
H 1.55815 -3.46191 4.73254  0.0003
H -0.04706 -3.97927 0.12462  0.0004

[2]
DFT (wB97M-V/def2-TZVPD) results for a structure of composition C12H21BaN4 in a non-equilibrium geometry.

Results
E: -19432.1765 eV
HOMO-LUMO gap: 5.867 eV
Net charge: +1

Last column: Löwdin charge in e.
Cartesian coordinates (Å):
Ba -0.56433 -1.78634 -1.39976  1.7776
N 1.34120 -0.44511 0.55200  0.0817
N -0.94205 -1.77847 1.26617  -0.2410
N -1.45101 0.61254 -0.75575  -0.2289
N 1.33750 0.23591 -2.17154  -0.2011
C -0.03561 -1.40643 2.40556  -0.1465
C 3.04857 0.67825 2.41119  -0.0392
C 0.32900 1.25466 -2.51625  -0.2386
C 3.19785 1.01682 1.06957  0.0008
C -1.73609 0.60099 0.71828  -0.1884
C 2.41553 0.76663 -1.29126  -0.1441
C 1.21765 -0.72962 1.87661  -0.2410
C -0.58210 1.68411 -1.32109  -0.1850
C 2.17061 -0.31948 2.85969  0.0118
C -2.10239 -0.83071 1.15486  -0.2456
C -3.26555 -1.78468 -2.31561  -0.3814
C 2.25917 0.43131 0.18570  -0.2708
H 3.70419 1.18534 3.11737  0.1179
H 0.33887 -2.28348 2.95771  0.1375
H -2.63725 -0.79272 2.13661  0.1355
H 3.29689 0.31718 -1.67062  0.1200
H 0.75718 2.18685 -2.94837  0.1262
H 2.12120 -0.57871 3.88272  0.1072
H 0.09590 2.10710 -0.53795  0.1243
H -3.47210 -2.86060 -2.26673  -0.0920
H 2.44981 1.84234 -1.35658  0.1215
H -0.23422 0.75754 -3.38320  0.1328
H -2.66683 1.22636 0.92982  0.1501
H -3.46731 -1.25748 -1.41483  -0.1582
H -1.19830 2.51220 -1.71879  0.1301
H -2.79374 -1.21242 0.36372  0.0804
H -1.33568 -2.70569 1.57599  0.1322
H -3.65092 -1.29082 -3.23602  -0.0698
H 3.92498 1.70286 0.68014  0.1169
H 1.81864 -0.10986 -3.03444  0.1276
H -0.84931 0.99408 1.25817  0.1168
H -2.34798 0.76779 -1.17561  0.0920
H -0.49196 -0.70824 3.11250  0.1307

[3]
DFT (wB97M-V/def2-TZVPD) results for a structure of composition C12H21ClN3O4 in a non-equilibrium geometry.

Results
E: -37953.4457 eV
HOMO-LUMO gap: 8.743 eV
Energy above the lowest of the compared OMol25 structures with the same formula, charge and spin: 199.6 kcal/mol
Net charge: -1

Last column: natural (NBO) charge in e.
Cartesian coordinates (Å):
Cl 0.51546 -1.14104 0.49953  2.5783
O 1.30819 -2.23503 -0.03694  -0.8313
O 1.32061 -0.34810 1.39940  -0.8399
O -0.60999 -1.58393 1.27271  -0.8354
O 0.03234 -0.29361 -0.51348  -0.8499
N -0.89982 0.82408 3.10402  -0.3584
N -3.63089 0.58797 -5.36153  -0.3936
N 0.81698 -1.04028 3.80571  -0.3575
C 3.83885 -2.46596 2.60143  -0.3657
C -1.11008 0.96483 1.99394  0.2972
C -1.80310 -0.59370 -3.85864  -0.5038
C 4.30184 -1.13541 1.98927  -0.6203
C -1.58648 0.64078 -1.73548  -0.6181
C -2.39898 3.54887 0.08444  -0.6056
C -1.04133 0.54551 -3.14709  -0.3929
C 1.48769 -1.78439 3.14044  0.2945
C -1.52771 1.10977 0.54458  -0.5972
C -2.81850 0.06876 -4.69685  0.3107
C -1.29834 2.56825 0.05073  -0.3524
C 2.27681 -2.73331 2.38822  -0.5743
H -0.40726 2.97718 0.52703  0.2138
H -2.21624 4.35132 -0.63025  0.2030
H 3.83481 -0.95457 1.02113  0.2220
H -1.14594 -0.93419 -4.65884  0.2387
H -0.01417 0.18396 -3.09883  0.2017
H 3.88553 -0.36193 2.63467  0.2201
H 1.93787 -3.74810 2.59664  0.2267
H -2.67140 0.56159 -1.80456  0.1755
H 5.37986 -1.05781 1.84800  0.1931
H -2.51968 0.65832 0.52769  0.2332
H -3.27806 3.03955 -0.31044  0.2012
H -0.89530 1.53072 -3.58998  0.2114
H 4.09244 -2.57943 3.65543  0.1962
H -1.26076 1.58144 -1.29145  0.1930
H 1.91395 -2.50895 1.38518  0.2895
H -0.99156 0.33538 -0.00403  0.3170
H -2.27904 -1.41967 -3.33009  0.2572
H -1.35343 -0.26613 -1.17754  0.2444
H -0.98449 2.51631 -0.99180  0.1778
H -2.57327 3.82638 1.12402  0.2145
H 4.37255 -3.23544 2.04359  0.1856

[4]
DFT (wB97M-V/def2-TZVPD) results for a structure of composition C12H21CoI2N5O.

Results
E: -76086.3064 eV
HOMO-LUMO gap: 6.974 eV
Net charge: +3

Last column: natural (NBO) charge in e.
Cartesian coordinates (Å):
I -1.74644 -1.98818 0.09585  0.4749
I -4.78461 1.21553 -0.88407  0.2244
Co -0.40266 0.29961 0.27989  1.0525
O -1.43239 1.38013 -0.92181  -0.7174
N 0.42403 -0.89870 1.57657  -0.4976
N -1.77998 0.25770 -2.86948  -0.7331
N 0.60184 1.91782 0.63725  -0.7061
N -1.65210 0.93561 1.63050  -0.7282
N 0.92237 -0.25283 -1.05413  -0.5311
C -0.24003 2.87129 1.42825  -0.2511
C 1.85547 -1.81175 3.23762  -0.2024
C 1.44378 -0.76189 2.43982  0.0644
C -0.18634 -2.08382 1.49940  0.0801
C 2.47803 -2.14411 -3.53107  -0.5917
C 1.20484 -3.03530 3.14216  -0.0668
C -2.09197 1.18505 -1.98805  0.7040
C 1.78914 -0.55902 -1.74336  0.5833
C -3.30347 2.01791 -2.20767  -0.6251
C -1.02563 2.04143 2.41248  -0.2488
C 2.87324 -0.96304 -2.62934  -0.5439
C 0.14912 -3.18659 2.24650  -0.2339
H -0.96834 -0.32692 -2.74720  0.4190
H -0.37750 1.59471 3.16718  0.2221
H 3.15264 -0.08334 -3.21505  0.2954
H -1.78484 2.62998 2.92671  0.2680
H 1.47837 1.72799 1.11851  0.4095
H -2.32041 0.14573 -3.71622  0.4484
H 2.67698 -1.66676 3.92563  0.2818
H 0.38495 3.61428 1.92194  0.2649
H -0.38341 -4.12230 2.14407  0.2826
H -3.12897 3.04804 -1.91332  0.2828
H -3.68897 1.96492 -3.22111  0.2713
H 3.33180 -2.39101 -4.15754  0.2720
H -2.45966 1.27978 1.10177  0.4339
H 1.51145 -3.87059 3.75925  0.2811
H 0.85520 2.33886 -0.25580  0.4321
H -2.00532 0.21841 2.26164  0.4225
H 2.22070 -3.02378 -2.94440  0.2298
H 1.93496 0.19987 2.49469  0.2178
H 1.64681 -1.88463 -4.18453  0.2238
H 3.72654 -1.21171 -1.99288  0.2941
H -0.89919 3.38162 0.72934  0.2407

[5]
DFT (wB97M-V/def2-TZVPD) results for a structure of composition C12H21GaNOS2 in a non-equilibrium geometry.

Results
E: -90361.6642 eV
HOMO-LUMO gap: 8.062 eV
Energy above the lowest of the compared OMol25 structures with the same formula, charge and spin: 216.5 kcal/mol
Net charge: -1

Last column: natural (NBO) charge in e.
Cartesian coordinates (Å):
Ga 1.65894 -0.81585 0.42177  1.4088
S -0.10307 -3.42948 1.49167  0.1337
S 3.97134 -0.44720 0.25670  -0.6709
O -2.58731 1.19178 -2.86390  -0.7488
N -1.28205 2.29221 2.48016  -0.4733
C 1.19972 0.06898 -2.55257  -0.4147
C -1.42729 0.33712 -3.21513  -0.0724
C 1.22640 3.55466 2.17377  -0.3060
C 0.85535 0.89449 1.27288  -0.5276
C -1.49946 -2.50418 0.65848  -0.5520
C -0.34084 3.45198 2.63952  -0.0237
C 1.40744 -2.36049 1.77014  -1.0773
C -2.84197 -2.29027 1.59616  -0.6381
C -0.67433 1.08251 1.82867  -0.0189
C -0.09801 1.06992 -2.58806  -0.4456
C 1.02337 -1.21288 -1.50396  -0.9574
C 1.87273 2.21005 1.44430  -0.2034
H -0.05676 -1.65160 -1.60085  0.1996
H 1.36342 -1.89579 2.86416  0.2218
H -3.60636 -1.66077 0.92998  0.2003
H -0.78185 4.41813 3.18622  0.1954
H 1.33953 -0.42675 -3.62884  0.1799
H 4.06257 0.85522 -0.33188  0.1336
H 3.00713 2.20069 1.11336  0.2385
H -2.58837 -1.60439 2.51495  0.2175
H -1.38524 0.12889 1.72058  0.2048
H 2.22010 0.58179 -2.29832  0.2151
H -1.65451 -0.72823 -2.77726  0.1714
H -1.85292 -3.18450 -0.25661  0.2143
H -3.38741 -3.28978 1.86432  0.2121
H 0.14482 1.98745 -3.28086  0.2032
H -1.26295 0.20300 -4.36927  0.1783
H -0.26536 1.52029 -1.49879  0.2189
H 1.75491 -2.05347 -1.93187  0.2176
H 2.40039 -3.02302 1.75043  0.2401
H -2.42680 1.43524 -1.89868  0.4713
H 1.83849 4.54602 2.39018  0.2209
H -1.22379 -1.45177 0.22845  0.2331

[6]
DFT (wB97M-V/def2-TZVPD) results for the molecule C12H21N5O3 in a non-equilibrium geometry.

Results
E: -26376.1465 eV
HOMO-LUMO gap: 9.433 eV
SMILES: NCCCC[C@H](N)C(=O)N[C@@H](Cc1c[nH]cn1)C(=O)O
Energy above the lowest of the compared OMol25 structures with the same formula, charge and spin: 76.2 kcal/mol

Last column: natural (NBO) charge in e.
Cartesian coordinates (Å):
O -1.61479 3.93264 -0.80972  -0.5935
O 0.97590 1.81695 1.25199  -0.6465
O -2.20650 2.94693 1.13094  -0.6754
N -3.79867 -2.02678 0.17747  -0.4943
N -2.74828 -1.51049 -1.76697  -0.4595
N -0.88655 0.64095 0.44363  -0.6409
N -0.46689 -1.32332 2.16740  -0.8498
N 3.94710 -0.66421 -2.16869  -0.8538
C -3.59599 -0.58909 0.21900  -0.1809
C -1.68698 2.93414 -0.10597  0.7883
C 0.63232 -0.38922 2.17377  -0.1335
C 0.22867 0.83291 1.22925  0.7100
C 3.11781 0.38670 -0.20258  -0.4291
C -3.03375 -0.41397 -1.06221  0.1157
C 3.22038 0.54993 -1.78939  -0.2097
C -2.38324 0.87874 -1.46311  -0.4143
C -1.27739 1.54806 -0.53893  -0.1528
C 2.02085 -0.90364 1.75888  -0.4207
C -3.35105 -2.46612 -0.98971  0.1897
C 2.44508 -0.94898 0.27320  -0.3997
H -4.52336 -2.41310 0.64452  0.4061
H -0.55921 1.66943 -1.31057  0.2326
H 1.51150 -1.20917 -0.23804  0.1917
H -2.52917 3.84667 1.25532  0.4975
H 4.41533 -0.65667 -3.17135  0.3558
H 2.82357 -0.35809 2.24691  0.2163
H 2.14724 -1.95214 2.06424  0.2059
H -0.17497 -2.11037 1.46664  0.3546
H -3.68452 0.15152 0.93177  0.2381
H 2.25831 0.58383 -2.50470  0.1891
H -3.44806 -3.55480 -1.13083  0.1989
H 3.84215 1.44042 -2.09015  0.1724
H 2.72590 1.21226 0.38612  0.2590
H -1.41621 -0.17423 0.53671  0.4367
H 4.70578 -0.78257 -1.52890  0.3440
H -3.08910 1.64963 -1.58473  0.2249
H -0.53981 -1.85544 3.04453  0.3724
H 3.04269 -1.82404 0.10499  0.2144
H -1.92707 0.64322 -2.44308  0.2364
H 0.71044 0.16575 3.20764  0.2209
H 4.17054 0.29576 0.18472  0.1830